(w)
# C29H86N14O16

A 12-piece molecular cluster, C29H86N14O16 overall (ωB97M-V/def2-TZVPD, the Open Molecules 2025 dataset).

Last columns: bonded neighbours and bond lengths (Å).
Element x y z (Å)
1 C 2.099 -1.252 -5.912  O2 1.392, H10 1.091, H11 1.097, H12 1.091
2 O 1.313 -2.119 -5.158  C1 1.392, C3 1.420
3 C 0.149 -1.511 -4.617  O2 1.420, C4 1.532, H13 1.093, H14 1.092
4 C -0.831 -0.875 -5.609  C3 1.532, N5 1.452, H15 1.091, H16 1.091
5 N -0.967 -1.549 -6.887  C4 1.452, C6 1.455, H17 1.012
6 C -1.239 -2.977 -6.836  N5 1.455, C7 1.570, H18 1.093, H19 1.093
7 C -1.149 -3.623 -8.265  C6 1.570, O8 1.405, H20 1.089, H21 1.096
8 O -0.112 -3.087 -9.047  C7 1.405, C9 1.425
9 C 1.209 -3.531 -8.747  O8 1.425, H22 1.094, H23 1.090, H24 1.088
10 H 2.815 -1.911 -6.405  C1 1.091
11 H 2.714 -0.633 -5.247  C1 1.097
12 H 1.686 -0.526 -6.615  C1 1.091
13 H 0.488 -0.837 -3.826  C3 1.093
14 H -0.432 -2.321 -4.171  C3 1.092
15 H -0.578 0.186 -5.651  C4 1.091
16 H -1.830 -0.880 -5.171  C4 1.091
17 H -0.138 -1.476 -7.462  N5 1.012
18 H -2.247 -3.150 -6.452  C6 1.093
19 H -0.573 -3.362 -6.059  C6 1.093
20 H -2.151 -3.721 -8.681  C7 1.089
21 H -0.953 -4.681 -8.057  C7 1.096
22 H 1.291 -4.450 -8.158  C9 1.094
23 H 1.696 -2.818 -8.083  C9 1.090
24 H 1.676 -3.760 -9.703  C9 1.088
25 C -1.473 3.011 2.126  O26 1.450, H34 1.091, H35 1.089, H36 1.091
26 O -2.898 2.866 2.357  C25 1.450, C27 1.414
27 C -3.617 4.076 2.219  O26 1.414, C28 1.569, H37 1.091, H38 1.093
28 C -5.110 3.637 2.021  C27 1.569, N29 1.466, H39 1.090, H40 1.094
29 N -5.219 2.869 0.777  C28 1.466, C30 1.440, H41 1.013
30 C -6.595 2.593 0.451  N29 1.440, C31 1.564, H42 1.091, H43 1.093
31 C -6.618 1.598 -0.756  C30 1.564, O32 1.411, H44 1.093, H45 1.096
32 O -5.842 0.485 -0.368  C31 1.411, C33 1.393
33 C -5.680 -0.411 -1.422  O32 1.393, H46 1.095, H47 1.090, H48 1.097
34 H -1.291 3.282 1.084  C25 1.091
35 H -1.092 2.003 2.286  C25 1.089
36 H -0.983 3.714 2.801  C25 1.091
37 H -3.379 4.708 1.362  C27 1.091
38 H -3.538 4.586 3.183  C27 1.093
39 H -5.708 4.534 2.186  C28 1.090
40 H -5.340 2.958 2.848  C28 1.094
41 H -4.766 1.993 1.007  N29 1.013
42 H -7.043 3.475 -0.010  C30 1.091
43 H -7.155 2.129 1.267  C30 1.093
44 H -6.307 1.992 -1.726  C31 1.093
45 H -7.683 1.388 -0.905  C31 1.096
46 H -6.561 -0.892 -1.860  C33 1.095
47 H -4.941 -1.195 -1.258  C33 1.090
48 H -5.258 0.051 -2.324  C33 1.097
49 C -7.217 -4.374 2.455  O50 1.423, H58 1.091, H59 1.090, H60 1.092
50 O -6.595 -3.138 2.786  C49 1.423, C51 1.405
51 C -7.407 -2.049 2.428  O50 1.405, C52 1.557, H61 1.093, H62 1.093
52 C -6.855 -0.707 2.991  C51 1.557, N53 1.477, H63 1.096, H64 1.094
53 N -5.919 -0.911 4.115  C52 1.477, C54 1.474, H65 1.012
54 C -4.805 0.047 3.993  N53 1.474, C55 1.512, H66 1.092, H67 1.088
55 C -3.682 -0.459 3.116  C54 1.512, O56 1.398, H68 1.096, H69 1.094
56 O -2.656 -1.041 3.865  C55 1.398, C57 1.395
57 C -1.468 -1.332 3.193  O56 1.395, H70 1.087, H71 1.093, H72 1.098
58 H -8.002 -4.527 3.198  C49 1.091
59 H -6.419 -5.115 2.502  C49 1.090
60 H -7.595 -4.467 1.435  C49 1.092
61 H -8.438 -2.190 2.761  C51 1.093
62 H -7.432 -1.864 1.350  C51 1.093
63 H -7.655 -0.052 3.351  C52 1.096
64 H -6.454 -0.065 2.201  C52 1.094
65 H -5.768 -1.902 3.973  N53 1.012
66 H -4.435 0.132 5.016  C54 1.092
67 H -5.236 1.009 3.721  C54 1.088
68 H -3.183 0.391 2.636  C55 1.096
69 H -3.928 -1.190 2.340  C55 1.094
70 H -0.554 -1.389 3.780  C57 1.087
71 H -1.330 -0.743 2.283  C57 1.093
72 H -1.567 -2.346 2.785  C57 1.098
73 C 3.744 1.979 2.357  O74 1.438, H82 1.092, H83 1.091, H84 1.089
74 O 4.680 2.906 2.933  C73 1.438, C75 1.410
75 C 5.999 2.518 2.623  O74 1.410, C76 1.547, H85 1.096, H86 1.095
76 C 6.958 3.652 3.055  C75 1.547, N77 1.506, H87 1.088, H88 1.095
77 N 7.508 3.421 4.437  C76 1.506, C78 1.481, H89 1.011
78 C 8.519 4.454 4.756  N77 1.481, C79 1.501, H90 1.092, H91 1.090
79 C 9.839 4.208 4.085  C78 1.501, O80 1.430, H92 1.093, H93 1.094
80 O 9.900 4.963 2.872  C79 1.430, C81 1.436
81 C 11.145 5.040 2.160  O80 1.436, H94 1.092, H95 1.091, H96 1.089
82 H 3.859 0.940 2.672  C73 1.092
83 H 3.814 2.054 1.270  C73 1.091
84 H 2.756 2.307 2.676  C73 1.089
85 H 6.197 2.335 1.561  C75 1.096
86 H 6.141 1.507 3.019  C75 1.095
87 H 6.624 4.674 2.890  C76 1.088
88 H 7.764 3.543 2.322  C76 1.095
89 H 7.960 2.518 4.488  N77 1.011
90 H 8.515 4.426 5.848  C78 1.092
91 H 8.133 5.454 4.556  C78 1.090
92 H 9.970 3.135 3.921  C79 1.093
93 H 10.707 4.592 4.631  C79 1.094
94 H 11.616 4.058 2.079  C81 1.092
95 H 11.786 5.755 2.679  C81 1.091
96 H 10.988 5.375 1.137  C81 1.089
97 C 1.760 4.733 0.460  O98 1.212, N99 1.338, N100 1.319
98 O 1.621 3.564 0.171  C97 1.212
99 N 2.802 5.249 1.121  C97 1.338, H101 1.005, H102 1.008
100 N 0.790 5.579 0.170  C97 1.319, H103 1.007, H104 1.005
101 H 2.865 6.244 0.995  N99 1.005
102 H 3.514 4.628 1.473  N99 1.008
103 H -0.064 5.103 -0.071  N100 1.007
104 H 1.048 6.547 0.252  N100 1.005
105 C 0.108 -5.481 -0.271  O106 1.233, N107 1.346, N108 1.324
106 O 0.059 -4.264 -0.458  C105 1.233
107 N 1.190 -6.226 -0.567  C105 1.346, H109 1.005, H110 1.018
108 N -0.890 -6.209 0.205  C105 1.324, H111 1.007, H112 1.004
109 H 1.289 -7.112 -0.103  N107 1.005
110 H 1.991 -5.740 -0.966  N107 1.018
111 H -1.769 -5.741 0.358  N108 1.007
112 H -0.805 -7.208 0.147  N108 1.004
113 C 2.201 -1.372 3.777  O114 1.201, N115 1.326, N116 1.326
114 O 1.645 -0.535 3.118  C113 1.201
115 N 3.033 -2.243 3.221  C113 1.326, H117 1.005, H118 1.006
116 N 2.001 -1.587 5.069  C113 1.326, H119 1.004, H120 1.007
117 H 3.283 -2.250 2.248  N115 1.005
118 H 3.433 -2.926 3.841  N115 1.006
119 H 2.504 -2.259 5.621  N116 1.004
120 H 1.377 -0.957 5.547  N116 1.007
121 C 2.790 -4.044 -2.440  O122 1.241, N123 1.327, N124 1.334
122 O 3.399 -4.809 -1.676  C121 1.241
123 N 2.332 -2.870 -2.023  C121 1.327, H125 1.006, H126 1.007
124 N 2.659 -4.207 -3.758  C121 1.334, H127 1.013, H128 1.007
125 H 1.740 -2.251 -2.549  N123 1.006
126 H 2.620 -2.658 -1.081  N123 1.007
127 H 2.317 -3.370 -4.215  N124 1.013
128 H 3.347 -4.800 -4.191  N124 1.007
129 C 0.596 -0.455 -0.293  O130 1.242, N131 1.369, N132 1.323
130 O 0.493 -0.095 -1.477  C129 1.242
131 N 0.887 0.529 0.614  C129 1.369, H133 1.011, H134 1.006
132 N 0.464 -1.651 0.257  C129 1.323, H135 1.014, H136 1.010
133 H 1.111 0.202 1.544  N131 1.011
134 H 0.741 1.501 0.398  N131 1.006
135 H 0.443 -2.564 -0.183  N132 1.014
136 H 0.792 -1.771 1.204  N132 1.010
137 O -0.645 3.400 -2.401  H138 0.964, H139 0.960
138 H 0.136 3.352 -1.839  O137 0.964
139 H -0.304 3.629 -3.268  O137 0.960
140 O -2.525 -2.178 -0.904  H141 0.962, H142 0.963
141 H -2.534 -1.752 -1.767  O140 0.962
142 H -1.596 -2.180 -0.651  O140 0.963
143 O -1.825 0.260 -3.006  H144 0.961, H145 0.961
144 H -0.876 0.139 -3.099  O143 0.961
145 H -1.910 0.986 -2.382  O143 0.961

Its spin multiplicity is 1. As for the SMILES: COCCNCCOC.COCCNCCOC.COCCNCCOC.COCCNCCOC.NC(N)=O.NC(N)=O.NC(N)=O.NC(N)=O.NC(N)=O.O.O.O. The calculation puts the frontier orbital gap at 8.07 eV.

Atom charges from the Mulliken analysis, given in e for atoms 1 to 99:
1. C -1.2084
2. O -0.1143
3. C -1.3010
4. C -1.0496
5. N -0.2817
6. C -0.1931
7. C -0.7070
8. O -0.4522
9. C -0.4846
10. H 0.2734
11. H 0.3156
12. H 0.4463
13. H 1.1155
14. H 0.3542
15. H 0.3458
16. H 0.3860
17. H 0.3392
18. H 0.3729
19. H 0.1216
20. H 0.3996
21. H 0.3941
22. H 0.3019
23. H 0.0305
24. H 0.3163
25. C -0.3794
26. O -0.2147
27. C -0.7018
28. C -0.4646
29. N -0.3186
30. C -0.5927
31. C -0.8549
32. O -0.1517
33. C -0.7657
34. H 0.2212
35. H -0.0941
36. H 0.3408
37. H 0.3765
38. H 0.3718
39. H 0.5157
40. H 0.0086
41. H 0.2560
42. H 0.4019
43. H 0.3196
44. H 0.5270
45. H 0.3805
46. H 0.3382
47. H 0.1031
48. H 0.3193
49. C -0.8373
50. O -0.3567
51. C -0.6158
52. C 0.4307
53. N -0.4684
54. C -0.5687
55. C 0.6802
56. O -0.5264
57. C -0.1773
58. H 0.3294
59. H 0.2395
60. H 0.3093
61. H 0.4485
62. H 0.3057
63. H 0.3737
64. H -0.6828
65. H 0.4416
66. H 0.4256
67. H -0.1679
68. H -0.3361
69. H 0.4097
70. H -0.1779
71. H 0.1604
72. H 0.3463
73. C -0.6839
74. O -0.4047
75. C -0.5985
76. C -0.3746
77. N -0.4083
78. C -0.9224
79. C -0.3703
80. O -0.3022
81. C -0.7598
82. H 0.2049
83. H 0.3959
84. H 0.2462
85. H 0.3557
86. H 0.3511
87. H 0.3279
88. H 0.2444
89. H 0.2582
90. H 0.3741
91. H 0.3820
92. H 0.2929
93. H 0.5010
94. H 0.3180
95. H 0.2776
96. H 0.2458
97. C 0.7474
98. O -0.6370
99. N -0.3819

=====

(x)
# C29H86N14O16

A 12-piece molecular cluster, C29H86N14O16 overall (ωB97M-V/def2-TZVPD, the Open Molecules 2025 dataset).

Last columns: bonded neighbours and bond lengths (Å).
Element x y z (Å)
1 C -19.671 -30.340 -9.064  O2 1.165, N3 1.317, N4 1.288
2 O -19.337 -31.177 -9.803  C1 1.165
3 N -20.371 -29.302 -9.473  C1 1.317, H5 1.010, H6 1.010
4 N -19.177 -30.383 -7.876  C1 1.288, H7 1.010, H8 1.010
5 H -20.922 -29.410 -10.313  N3 1.010
6 H -20.470 -28.498 -8.870  N3 1.010
7 H -18.702 -31.263 -7.733  N4 1.010
8 H -19.329 -29.680 -7.167  N4 1.010
9 C -26.570 -30.142 -9.109  O10 1.221, N11 1.277, N12 1.272
10 O -27.038 -30.674 -8.115  C9 1.221
11 N -27.187 -29.215 -9.732  C9 1.277, H13 1.010, H14 1.010
12 N -25.441 -30.378 -9.647  C9 1.272, H15 1.010, H16 1.010
13 H -26.874 -28.942 -10.653  N11 1.010
14 H -28.067 -28.827 -9.423  N11 1.010
15 H -25.008 -29.784 -10.340  N12 1.010
16 H -24.940 -31.070 -9.108  N12 1.010
17 C -29.075 -33.683 -3.917  O18 1.218, N19 1.267, N20 1.290
18 O -28.177 -34.477 -4.128  C17 1.218
19 N -29.205 -32.541 -4.451  C17 1.267, H21 1.010, H22 1.010
20 N -30.008 -33.814 -3.035  C17 1.290, H23 1.010, H24 1.010
21 H -28.689 -32.217 -5.257  N19 1.010
22 H -29.998 -32.032 -4.088  N19 1.010
23 H -30.760 -33.148 -3.136  N20 1.010
24 H -30.060 -34.589 -2.389  N20 1.010
25 C -23.957 -31.606 -3.427  O26 1.204, N27 1.318, N28 1.296
26 O -22.851 -31.307 -3.057  C25 1.204
27 N -24.594 -32.719 -3.122  C25 1.318, H29 1.010, H30 1.010
28 N -24.527 -30.886 -4.341  C25 1.296, H31 1.010, H32 1.010
29 H -23.973 -33.389 -2.693  N27 1.010
30 H -25.432 -33.013 -3.604  N27 1.010
31 H -25.465 -31.145 -4.612  N28 1.010
32 H -23.962 -30.263 -4.900  N28 1.010
33 C -32.106 -28.374 -6.168  O34 1.255, N35 1.337, N36 1.309
34 O -32.089 -29.355 -5.385  C33 1.255
35 N -31.183 -27.423 -6.348  C33 1.337, H37 1.010, H38 1.010
36 N -33.110 -28.120 -6.970  C33 1.309, H39 1.010, H40 1.010
37 H -31.312 -26.828 -7.154  N35 1.010
38 H -30.384 -27.520 -5.738  N35 1.010
39 H -33.976 -28.604 -6.783  N36 1.010
40 H -33.104 -27.190 -7.364  N36 1.010
41 C -30.239 -31.022 -13.398  O42 1.464, H50 1.090, H51 1.090, H52 1.090
42 O -30.911 -32.222 -12.897  C41 1.464, C43 1.398
43 C -31.254 -32.216 -11.541  O42 1.398, C44 1.551, H53 1.090, H54 1.090
44 C -31.966 -33.511 -11.068  C43 1.551, N45 1.459, H55 1.090, H56 1.090
45 N -33.353 -33.229 -11.422  C44 1.459, C46 1.459, H57 1.010
46 C -34.235 -34.389 -11.342  N45 1.459, C47 1.538, H58 1.090, H59 1.090
47 C -35.627 -34.035 -11.891  C46 1.538, O48 1.420, H60 1.090, H61 1.090
48 O -35.581 -33.686 -13.266  C47 1.420, C49 1.416
49 C -35.331 -34.675 -14.248  O48 1.416, H62 1.090, H63 1.090, H64 1.090
50 H -31.011 -30.294 -13.147  C41 1.090
51 H -30.047 -30.979 -14.470  C41 1.090
52 H -29.332 -30.735 -12.867  C41 1.090
53 H -31.637 -31.296 -11.102  C43 1.090
54 H -30.328 -32.152 -10.969  C43 1.090
55 H -31.615 -33.650 -10.045  C44 1.090
56 H -31.551 -34.365 -11.604  C44 1.090
57 H -33.431 -32.747 -12.306  N45 1.010
58 H -34.386 -34.487 -10.267  C46 1.090
59 H -33.827 -35.329 -11.715  C46 1.090
60 H -35.971 -33.156 -11.345  C47 1.090
61 H -36.394 -34.772 -11.655  C47 1.090
62 H -34.289 -34.599 -14.561  C49 1.090
63 H -35.943 -34.420 -15.113  C49 1.090
64 H -35.592 -35.695 -13.967  C49 1.090
65 C -22.827 -26.109 -7.261  O66 1.438, H74 1.090, H75 1.090, H76 1.090
66 O -22.615 -26.946 -6.111  C65 1.438, C67 1.435
67 C -21.750 -26.344 -5.137  O66 1.435, C68 1.502, H77 1.090, H78 1.090
68 C -20.303 -26.748 -5.147  C67 1.502, N69 1.500, H79 1.090, H80 1.090
69 N -19.601 -26.092 -6.299  C68 1.500, C70 1.522, H81 1.010
70 C -18.110 -26.374 -6.186  N69 1.522, C71 1.482, H82 1.090, H83 1.090
71 C -17.373 -25.597 -5.161  C70 1.482, O72 1.370, H84 1.090, H85 1.090
72 O -17.312 -24.269 -5.492  C71 1.370, C73 1.460
73 C -16.414 -23.463 -4.669  O72 1.460, H86 1.090, H87 1.090, H88 1.090
74 H -23.349 -25.177 -7.047  C65 1.090
75 H -23.278 -26.756 -8.014  C65 1.090
76 H -21.847 -25.833 -7.651  C65 1.090
77 H -22.141 -26.612 -4.155  C67 1.090
78 H -21.803 -25.255 -5.142  C67 1.090
79 H -20.296 -27.837 -5.089  C68 1.090
80 H -19.921 -26.429 -4.178  C68 1.090
81 H -19.864 -25.117 -6.316  N69 1.010
82 H -17.759 -26.131 -7.189  C70 1.090
83 H -17.891 -27.428 -6.010  C70 1.090
84 H -16.336 -25.825 -5.406  C71 1.090
85 H -17.744 -25.857 -4.170  C71 1.090
86 H -16.187 -22.557 -5.230  C73 1.090
87 H -15.539 -23.852 -4.148  C73 1.090
88 H -16.976 -23.151 -3.788  C73 1.090
89 C -22.826 -34.567 -7.452  O90 1.422, H98 1.090, H99 1.090, H100 1.090
90 O -21.463 -34.962 -7.541  C89 1.422, C91 1.401
91 C -20.697 -34.553 -6.441  O90 1.401, C92 1.583, H101 1.090, H102 1.090
92 C -19.173 -34.731 -6.828  C91 1.583, N93 1.475, H103 1.090, H104 1.090
93 N -18.275 -34.054 -5.873  C92 1.475, C94 1.528, H105 1.010
94 C -16.814 -34.340 -6.215  N93 1.528, C95 1.537, H106 1.090, H107 1.090
95 C -15.906 -33.588 -5.230  C94 1.537, O96 1.469, H108 1.090, H109 1.090
96 O -16.408 -33.429 -3.859  C95 1.469, C97 1.457
97 C -15.405 -32.865 -2.965  O96 1.457, H110 1.090, H111 1.090, H112 1.090
98 H -22.927 -33.494 -7.283  C89 1.090
99 H -23.294 -35.120 -6.637  C89 1.090
100 H -23.422 -34.729 -8.350  C89 1.090
101 H -20.954 -35.092 -5.529  C91 1.090
102 H -20.939 -33.514 -6.214  C91 1.090
103 H -19.016 -34.362 -7.842  C92 1.090
104 H -18.834 -35.765 -6.767  C92 1.090
105 H -18.383 -34.465 -4.957  N93 1.010
106 H -16.512 -34.064 -7.226  C94 1.090
107 H -16.551 -35.390 -6.094  C94 1.090
108 H -15.886 -32.553 -5.572  C95 1.090
109 H -14.903 -34.010 -5.299  C95 1.090
110 H -15.242 -31.794 -3.080  C97 1.090
111 H -14.469 -33.422 -2.908  C97 1.090
112 H -15.769 -33.057 -1.956  C97 1.090
113 C -21.571 -30.200 -21.558  O114 1.461, H122 1.090, H123 1.090, H124 1.090
114 O -22.978 -29.835 -21.407  C113 1.461, C115 1.419
115 C -23.249 -28.622 -20.724  O114 1.419, C116 1.513, H125 1.090, H126 1.090
116 C -23.106 -28.596 -19.217  C115 1.513, N117 1.407, H127 1.090, H128 1.090
117 N -23.952 -29.374 -18.404  C116 1.407, C118 1.458, H129 1.010
118 C -23.330 -30.686 -18.266  N117 1.458, C119 1.581, H130 1.090, H131 1.090
119 C -24.142 -31.422 -17.126  C118 1.581, O120 1.448, H132 1.090, H133 1.090
120 O -23.483 -31.082 -15.882  C119 1.448, C121 1.397
121 C -23.530 -32.140 -14.971  O120 1.397, H134 1.090, H135 1.090, H136 1.090
122 H -21.611 -31.257 -21.823  C113 1.090
123 H -20.888 -29.909 -20.760  C113 1.090
124 H -21.343 -29.689 -22.493  C113 1.090
125 H -24.249 -28.296 -21.011  C115 1.090
126 H -22.598 -27.880 -21.187  C115 1.090
127 H -23.145 -27.517 -19.070  C116 1.090
128 H -22.038 -28.764 -19.085  C116 1.090
129 H -23.985 -29.040 -17.452  N117 1.010
130 H -22.278 -30.641 -17.986  C118 1.090
131 H -23.247 -31.335 -19.138  C118 1.090
132 H -24.157 -32.471 -17.421  C119 1.090
133 H -25.185 -31.127 -17.237  C119 1.090
134 H -24.503 -32.542 -14.686  C121 1.090
135 H -23.154 -31.752 -14.024  C121 1.090
136 H -22.983 -33.037 -15.262  C121 1.090
137 O -27.598 -27.214 -4.500  H138 0.957, H139 0.957
138 H -27.071 -27.855 -4.977  O137 0.957
139 H -27.447 -27.418 -3.577  O137 0.957
140 O -31.837 -25.863 -9.997  H141 0.957, H142 0.957
141 H -32.391 -25.140 -10.292  O140 0.957
142 H -31.002 -25.723 -10.443  O140 0.957
143 O -23.977 -28.439 -12.942  H144 0.957, H145 0.957
144 H -24.314 -28.978 -13.657  O143 0.957
145 H -23.286 -27.912 -13.344  O143 0.957

Its spin multiplicity is 1. As for the SMILES: COCCNCCOC.COCCNCCOC.COCCNCCOC.COCCNCCOC.NC(N)=O.NC(N)=O.NC(N)=O.NC(N)=O.NC(N)=O.O.O.O. The calculation puts the frontier orbital gap at 8.40 eV.

Atom charges from the Mulliken analysis, given in e for atoms 1 to 99:
1. C 0.7203
2. O -0.6716
3. N -0.3318
4. N -0.2928
5. H 0.1757
6. H 0.1432
7. H 0.0991
8. H 0.1430
9. C 0.7774
10. O -0.7361
11. N -0.3725
12. N -0.3474
13. H 0.1162
14. H 0.1994
15. H 0.1496
16. H 0.1921
17. C 0.7464
18. O -0.6869
19. N -0.2619
20. N -0.3833
21. H 0.1631
22. H 0.0931
23. H 0.1376
24. H 0.2075
25. C 0.6911
26. O -0.6666
27. N -0.4034
28. N -0.2849
29. H 0.2124
30. H 0.1759
31. H 0.1262
32. H 0.1476
33. C 0.6727
34. O -0.6914
35. N -0.3779
36. N -0.3895
37. H 0.1708
38. H 0.2192
39. H 0.2403
40. H 0.1566
41. C -0.6808
42. O -0.3476
43. C -0.7273
44. C -0.5718
45. N -0.3289
46. C -0.6086
47. C -0.6294
48. O -0.3787
49. C -0.6800
50. H 0.3199
51. H 0.2495
52. H 0.2268
53. H 0.4335
54. H 0.5244
55. H 0.3084
56. H 0.3211
57. H 0.2936
58. H 0.3479
59. H 0.3603
60. H 0.3175
61. H 0.4424
62. H 0.2275
63. H 0.2475
64. H 0.3305
65. C -0.7558
66. O -0.2591
67. C -0.9801
68. C -0.2964
69. N -0.2309
70. C -0.8578
71. C -0.3746
72. O -0.3403
73. C -0.8385
74. H 0.3090
75. H 0.2487
76. H 0.3000
77. H 0.3938
78. H 0.4228
79. H 0.3389
80. H 0.2505
81. H 0.3141
82. H 0.3846
83. H 0.3282
84. H 0.4174
85. H 0.2855
86. H 0.2678
87. H 0.3456
88. H 0.3136
89. C -0.7009
90. O -0.3314
91. C -0.4299
92. C -0.7263
93. N -0.2120
94. C -0.7508
95. C -0.4774
96. O -0.3177
97. C -0.7832
98. H 0.2609
99. H 0.3149

=====

Most stable structure among those shown: (w).